DFT (ωB97M-V with the def2-TZVPD basis set) results for a molecular structure, C48H70O8STa.

Each line ends with the Löwdin charge.
Geometry (Å):
Ta1 -0.225046 0.201901 -0.077033  2.0456
C1 1.383117 2.233729 -2.059239  0.0286
O1 1.277058 0.995437 -1.281310  -0.3279
C2 2.418634 0.106609 -1.474329  -0.1713
C3 2.370711 -0.802371 -2.521964  -0.1206
C4 1.186476 -1.000041 -3.443154  -0.0451
C5 0.474633 -2.286687 -3.095311  -0.1298
C6 0.660989 -3.447389 -3.839059  0.0492
C7 0.083117 -4.658198 -3.473446  -0.1275
C8 -0.719294 -4.675277 -2.329057  0.0476
C9 -0.939378 -3.545004 -1.562327  -0.1244
C10 -1.785091 -3.556228 -0.314561  -0.0477
C11 -0.933669 -3.499241 0.937077  -0.1262
C12 -0.251625 -4.641378 1.327556  0.0394
C13 0.609547 -4.667089 2.427385  -0.1383
C14 0.747730 -3.494171 3.160360  0.0538
C15 0.077514 -2.321462 2.820447  -0.1178
C16 0.314205 -1.078414 3.653086  -0.0430
C17 1.701615 -0.528659 3.417606  -0.1241
C18 2.721923 -0.628776 4.344939  0.0461
C19 4.013188 -0.162676 4.079100  -0.1262
C20 4.246738 0.437113 2.844567  0.0549
C21 3.252125 0.566788 1.878056  -0.1200
C22 3.542123 1.207518 0.536916  -0.0499
C23 3.493156 0.222773 -0.606983  -0.1213
C24 4.563365 -0.640064 -0.804342  0.0595
C25 4.576151 -1.587677 -1.822620  -0.1323
C26 3.469036 -1.636817 -2.670209  0.0395
C27 5.721506 -2.577094 -2.018398  -0.5488
C28 5.166604 -3.993775 -1.792992  -0.0293
C29 6.863037 -2.336587 -1.030255  -0.0509
C30 6.268621 -2.454776 -3.446938  -0.0259
C31 2.005565 0.064611 2.201028  -0.1930
O2 0.974781 0.137501 1.270397  -0.2153
C32 5.102384 -0.322565 5.136262  -0.5557
C33 4.683661 0.423226 6.411087  -0.0313
C34 5.267873 -1.819691 5.443823  -0.0332
C35 6.447995 0.228762 4.665503  -0.0558
C36 -0.735569 -2.353855 1.700772  -0.1875
O3 -1.401806 -1.143650 1.301912  -0.3052
C37 -2.818820 -1.175425 1.615805  -0.0241
C38 1.383351 -5.942523 2.751189  -0.5495
C39 2.308413 -6.249053 1.561326  -0.0309
C40 2.240908 -5.790720 4.007879  -0.0513
C41 0.402574 -7.103894 2.958360  -0.0270
C42 -0.318393 -2.374903 -1.967764  -0.1978
O4 -0.514162 -1.216345 -1.213308  -0.2265
C43 0.297737 -5.946454 -4.263221  -0.5550
C44 1.218149 -5.737249 -5.465604  -0.0551
C45 -1.059572 -6.459807 -4.766304  -0.0297
C46 0.935635 -6.992617 -3.336706  -0.0336
H1 1.237247 1.993857 -3.108559  0.1132
H2 2.377486 2.635010 -1.890167  0.1222
H3 0.632708 2.923901 -1.691973  0.0871
H4 1.544911 -1.055852 -4.470689  0.1438
H5 0.505692 -0.148386 -3.402244  0.0987
H6 1.276465 -3.391239 -4.727664  0.1175
H7 -1.197368 -5.600073 -2.027420  0.1276
H8 -2.378555 -4.470313 -0.291129  0.1435
H9 -2.492560 -2.729186 -0.368493  0.1107
H10 -0.385897 -5.538737 0.734085  0.1313
H11 1.396113 -3.471680 4.026853  0.1223
H12 0.201624 -1.331593 4.707266  0.1412
H13 -0.436990 -0.317085 3.431013  0.1094
H14 2.503687 -1.082480 5.304605  0.1285
H15 5.230529 0.825130 2.615235  0.1172
H16 4.542046 1.639277 0.575676  0.1415
H17 2.860060 2.031357 0.337338  0.0887
H18 5.405594 -0.558633 -0.129921  0.1253
H19 3.445933 -2.360833 -3.476599  0.1302
H20 4.778978 -4.105211 -0.775286  0.0829
H21 5.961285 -4.729332 -1.923816  0.1001
H22 4.368275 -4.238766 -2.497350  0.0786
H23 6.539197 -2.458215 0.006561  0.0883
H24 7.301800 -1.343442 -1.148737  0.0965
H25 7.653980 -3.064219 -1.210718  0.0991
H26 5.511670 -2.679557 -4.200135  0.0817
H27 7.088642 -3.159699 -3.587081  0.0994
H28 6.651613 -1.450426 -3.635973  0.0992
H29 3.750779 0.036754 6.825165  0.0815
H30 4.556960 1.490387 6.218862  0.0946
H31 5.453183 0.308012 7.174979  0.0984
H32 4.354089 -2.258907 5.848207  0.0788
H33 6.053761 -1.957535 6.187080  0.0977
H34 5.549976 -2.374842 4.546314  0.0921
H35 6.405136 1.302191 4.467932  0.0925
H36 6.807575 -0.282072 3.769003  0.0899
H37 7.191646 0.074605 5.446872  0.0983
H38 -3.177913 -2.197190 1.552117  0.1154
H39 -3.346236 -0.573258 0.878738  0.0858
H40 -2.970277 -0.806430 2.628953  0.1024
H41 3.027464 -5.437687 1.409581  0.0828
H42 1.750516 -6.396326 0.633795  0.0792
H43 2.875874 -7.159986 1.755825  0.0992
H44 2.989857 -5.002003 3.899265  0.0849
H45 2.774182 -6.722230 4.195054  0.0988
H46 1.633855 -5.580149 4.890945  0.0962
H47 -0.196282 -7.302280 2.068044  0.0817
H48 -0.276210 -6.900513 3.788483  0.0988
H49 0.955228 -8.014700 3.190171  0.0987
H50 0.803749 -5.021343 -6.178879  0.0932
H51 1.341741 -6.683253 -5.992272  0.0983
H52 2.213899 -5.400764 -5.165169  0.0865
H53 -1.535953 -5.729794 -5.423379  0.0964
H54 -1.744542 -6.680637 -3.946115  0.0821
H55 -0.917519 -7.381039 -5.332285  0.0980
H56 1.898331 -6.643714 -2.955053  0.0870
H57 1.106605 -7.918119 -3.887800  0.0980
H58 0.294588 -7.232094 -2.486090  0.0785
O5 0.873362 3.126246 0.930330  -0.0573
H59 0.864385 4.083144 0.798919  0.0870
H60 1.580253 2.981554 1.573997  0.0674
O6 -1.356250 1.124975 -1.875515  -0.0691
H61 -1.841025 1.954126 -1.973098  0.1189
H62 -1.592442 0.533231 -2.604272  0.1169
O7 1.874672 -2.361680 0.143743  0.0031
H63 1.731065 -3.122616 0.722504  0.0453
H64 2.597191 -2.622419 -0.441545  0.0517
C47 -3.971817 2.384128 1.277207  -0.1855
S1 -2.392871 1.897757 1.938438  1.0377
C48 -1.763733 3.489120 2.402001  -0.2058
O8 -1.592378 1.478981 0.640757  -0.6485
H65 -3.836098 3.158185 0.523723  0.0850
H66 -4.556083 2.765830 2.117308  0.0943
H67 -4.464467 1.505078 0.868743  0.0693
H68 -2.424797 3.826909 3.204773  0.0945
H69 -1.795773 4.177167 1.559228  0.0848
H70 -0.757477 3.355032 2.785526  0.0604

Atoms 1-6, force components in eV/Å:
-0.334 -0.648 -0.128
0.006 -0.024 0.019
0.372 0.077 -0.187
-0.027 0.008 -0.009
0.009 0.012 0.008
-0.017 -0.005 0.002

The charge is +3. The calculation puts the relative energy (zero: lowest compared OMol25 entry of this formula, charge and spin) at 1.86 kcal/mol. Its energy is -2927.4542 a.u. For the HOMO energy, the calculation gives -15.48 eV. As for the HOMO-LUMO gap: 6.45 eV.